C5H9CeMgO4 as an isolated structure at a distorted geometry. Source: the Open Molecules 2025 dataset; level of theory: wB97M-V/def2-TZVPD.

Geometry as XYZ:
```
20
Properties=species:S:1:pos:R:3:forces:R:3
O -0.71031 -1.68317 -0.38122 1.098 0.415 0.336
C -1.99900 -1.60327 0.12765 -0.715 0.246 -0.184
C -2.25801 -0.18643 0.60804 -0.862 -0.935 0.769
O -2.01451 0.63834 -0.52657 -0.381 1.083 0.318
C -3.17159 1.19784 -1.13059 -1.218 0.187 -0.121
Ce 0.08099 0.92954 -1.43966 0.271 -0.108 -1.037
H -2.29227 -2.28675 0.94312 0.540 -0.132 -0.228
H -2.68018 -1.80344 -0.72188 -0.142 0.039 0.474
H -1.65837 0.15509 1.46378 0.399 -0.183 -0.438
H -3.28802 -0.07625 0.97670 0.078 0.075 -0.437
H -2.93442 2.13025 -1.65867 0.200 -0.249 0.132
H -3.61049 0.47582 -1.83025 0.025 0.172 0.138
H -3.90222 1.43264 -0.34228 0.197 0.028 -0.380
O 2.76096 -1.48686 1.33282 -0.601 0.223 -0.382
C 3.39804 -0.38299 1.27261 0.389 -0.530 0.139
C 2.63868 0.70119 0.51119 1.398 1.296 1.086
O 1.31916 0.37800 0.18269 -1.129 -0.173 -0.694
Mg 0.97699 -1.51944 0.45395 0.628 -0.736 0.653
H 3.27748 0.98869 -0.34801 -0.333 -0.284 0.004
H 2.61584 1.59940 1.16126 0.158 -0.434 -0.147
```
Forces are in eV/Å.

Output
Total charge: +1
F_max, eV Å⁻¹: 2.2
Energy relative to the best compared isomer or geometry (same formula, charge and spin), kcal per mole: 0.0
Orbital gap (spin up / spin down), eV: 5.81 / 5.46
2S+1: 3
HOMO (spin up / spin down), eV: -9.691 / -9.800

One molecule with the formula C5H9Cl2F3N2O2 at a distorted geometry. Source: the Open Molecules 2025 dataset; level of theory: wB97M-V/def2-TZVPD.

Geometry as XYZ:
```
23
Properties=species:S:1:pos:R:3:forces:R:3
C -0.64511 -0.42688 1.82441 0.507 1.971 1.800
C -0.66240 -0.49583 0.33438 2.359 0.482 -0.473
C 1.07979 -0.10338 -0.12554 -2.682 -0.670 0.231
N 1.25785 0.11051 -1.50547 -3.031 2.843 1.450
O 1.74265 -1.23431 0.27472 1.684 -0.179 0.446
O 1.48732 1.05055 0.49742 0.672 0.430 -0.599
C -0.96046 -1.96094 -0.05167 2.827 1.048 -1.906
F -2.17318 -2.34466 0.08806 -2.381 -0.398 0.030
F -0.56369 -2.20480 -1.35986 -0.443 -0.096 0.542
F -0.21532 -2.77414 0.66553 0.531 -0.844 0.994
C -1.65534 0.45919 -0.38033 0.097 -0.047 3.081
N -1.69968 0.11408 -1.64488 -0.148 -0.579 -2.322
Cl -3.33146 0.35103 0.38353 0.328 -0.097 -0.159
Cl -1.31176 2.31470 -0.09380 0.414 -0.481 0.009
H -0.93898 0.66204 2.05628 0.626 -1.534 0.176
H 0.39708 -0.67481 2.26928 -1.894 0.314 -0.741
H -1.41123 -1.04747 2.30259 0.250 0.059 -0.113
H 1.30234 1.11667 -1.65980 0.488 -0.597 -0.531
H 1.87112 -0.49309 -1.89325 2.376 -1.840 -1.751
H 2.72232 -1.05288 0.25369 -1.357 -0.092 0.051
H 1.18113 1.21008 1.37936 -0.584 -0.334 0.776
H -0.81726 -0.06455 -2.09147 0.480 -0.185 0.052
H -2.29194 0.66458 -2.19216 -1.119 0.825 -1.044
```
Forces are in eV/Å.

Output
F_max, eV Å⁻¹: 4.4
Structure (SMILES): C[C@@](C(N)(O)O)(C(F)(F)F)C(N)(Cl)Cl
Energy relative to the best compared isomer or geometry (same formula, charge and spin), kcal per mole: 51.2
Orbital gap, eV: 10.38
HOMO, eV: -9.944

One molecule with the formula C5H9ClOSi at a distorted geometry. Source: the Open Molecules 2025 dataset; level of theory: wB97M-V/def2-TZVPD.

Geometry as XYZ:
```
17
Properties=species:S:1:pos:R:3:forces:R:3
C 0.82974 -2.26875 -0.29272 -0.047 0.037 0.015
C 0.57460 -1.54434 0.78720 -0.165 0.591 0.392
Si -0.15242 0.19670 0.78985 -1.330 -0.403 -3.201
O -0.83097 0.59644 2.20458 0.079 0.277 0.376
C 1.03195 1.58164 0.32764 -0.334 -0.490 0.474
C 1.39437 1.86663 -0.91386 -0.056 -0.017 -0.028
C -1.74092 0.11085 -0.86549 2.125 0.171 2.195
Cl -3.32995 0.03499 -0.07663 -0.247 -0.043 0.184
H 1.24885 -3.26291 -0.23714 0.076 -0.109 0.037
H 0.62644 -1.89882 -1.28363 -0.071 0.089 -0.283
H 0.80459 -1.97856 1.75522 0.042 -0.066 0.094
H -1.64239 0.19183 2.50407 -0.270 -0.155 -0.017
H 1.43567 2.17824 1.13611 0.067 0.122 0.112
H 2.06985 2.67568 -1.15205 0.103 0.075 0.009
H 1.01767 1.30214 -1.75166 -0.091 -0.109 -0.238
H -1.62311 -0.78836 -1.45833 0.063 -0.023 -0.055
H -1.71396 1.00660 -1.47315 0.057 0.053 -0.065
```
Forces are in eV/Å.

Output
F_max, eV Å⁻¹: 3.5
Structure (SMILES): C=C[Si](O)(C=C)CCl
Energy relative to the best compared isomer or geometry (same formula, charge and spin), kcal per mole: 0.0
Orbital gap, eV: 9.69
HOMO, eV: -9.043

One molecule with the formula C5H9ClS2 at a distorted geometry. Source: the Open Molecules 2025 dataset; level of theory: wB97M-V/def2-TZVPD.

Geometry as XYZ:
```
17
Properties=species:S:1:pos:R:3:forces:R:3
C 1.49352 0.43555 1.57643 0.907 0.296 0.437
C 1.17606 -0.13879 0.24364 1.537 -1.453 0.698
S 2.03726 -1.42181 -0.30239 -0.793 0.813 -0.173
C 0.04142 0.47687 -0.47202 -0.735 -1.141 -3.299
S 0.18828 2.26908 -0.75718 1.235 0.463 0.052
C -1.35534 0.02562 -0.03788 -1.644 2.032 -0.051
C -1.92060 0.47415 1.34358 1.768 -1.465 0.279
Cl -1.64141 -1.65043 -0.39710 0.065 -1.259 0.266
H 2.62180 0.54069 1.72002 -1.674 -0.589 0.182
H 0.92887 -0.07628 2.39738 0.834 0.235 -0.583
H 1.10470 1.42460 1.48563 -0.188 1.039 0.699
H 0.09705 0.08628 -1.55750 -0.001 0.325 1.727
H -1.01683 2.77534 -0.57760 -0.732 -0.336 0.305
H -1.99277 0.49855 -0.79593 0.112 0.188 0.238
H -2.99704 0.37673 1.41802 -0.128 0.294 -0.351
H -1.53518 1.47191 1.57884 -0.395 -0.092 -0.009
H -1.52572 -0.23724 2.11240 -0.167 0.650 -0.418
```
Forces are in eV/Å.

Output
F_max, eV Å⁻¹: 3.6
Structure (SMILES): CC(=S)[C@H](S)[C@H](C)Cl
Energy relative to the best compared isomer or geometry (same formula, charge and spin), kcal per mole: 21.3
Orbital gap, eV: 8.26
HOMO, eV: -8.736

C5H9CsO3 as an isolated structure at a distorted geometry. Source: the Open Molecules 2025 dataset; level of theory: wB97M-V/def2-TZVPD.

Geometry as XYZ:
```
18
Properties=species:S:1:pos:R:3:forces:R:3
H -4.17062 0.64477 2.96869 0.059 0.012 -0.192
O 1.36121 -0.30744 -0.34858 0.675 -1.022 -0.238
Cs 4.21244 4.37085 -1.00457 -0.151 -0.129 0.035
O 1.14187 1.88666 -0.31588 0.098 -0.419 -0.146
C 0.64587 0.78089 -0.22479 -0.509 1.695 0.425
O -0.63365 0.55300 0.04380 0.319 -0.861 -0.170
C -1.48444 1.63283 0.24864 -0.858 0.576 0.452
C 0.77143 -1.62605 -0.21772 -0.330 0.375 0.107
C 1.87641 -2.62578 -0.44639 0.133 -0.138 -0.043
H 0.33969 -1.71113 0.78697 0.017 -0.014 -0.263
H -0.02970 -1.72024 -0.96073 0.132 -0.026 0.218
H 2.67747 -2.49744 0.29317 -0.189 -0.032 -0.202
H 1.46763 -3.63964 -0.34721 0.115 0.206 -0.023
H 2.29940 -2.51592 -1.45352 -0.075 -0.028 0.259
C -2.79818 1.43673 0.20317 0.385 0.357 -0.779
H -0.99384 2.54112 0.59555 -0.104 -0.329 -0.209
H -3.45806 2.29009 0.35315 0.177 -0.471 0.287
H -3.22494 0.50670 -0.17374 0.105 0.249 0.479
```
Forces are in eV/Å.

Output
Total charge: -1
F_max, eV Å⁻¹: 1.8
Energy relative to the best compared isomer or geometry (same formula, charge and spin), kcal per mole: 0.0
Orbital gap (spin up / spin down), eV: 2.70 / 3.15
2S+1: 2
HOMO (spin up / spin down), eV: -0.975 / -0.976

One molecule with the formula C5H9F at a distorted geometry. Source: the Open Molecules 2025 dataset; level of theory: wB97M-V/def2-TZVPD.

Geometry as XYZ:
```
15
Properties=species:S:1:pos:R:3:forces:R:3
C 1.31300 -1.69327 -0.76713 5.903 0.155 -2.352
C 0.73593 -1.14342 0.46592 -1.555 -0.232 3.255
C 0.23449 0.25239 -0.02411 2.244 -2.254 1.398
C -0.93063 0.69396 0.28476 -2.860 0.857 2.068
C -1.49948 2.10043 0.22154 -3.222 -0.184 1.398
F -1.75175 -0.24244 0.94546 0.183 1.439 -0.478
H 0.62612 -1.99564 -1.47240 -1.888 -0.879 -1.298
H 1.79586 -0.73961 -1.34501 -0.670 -2.361 1.190
H 2.24166 -2.51103 -0.88125 -2.542 1.924 1.152
H 1.45157 -1.08339 1.37880 -0.642 0.495 -1.837
H -0.12292 -1.77241 1.04007 1.751 1.320 -2.070
H 1.01504 0.78084 -0.52962 -0.128 0.763 -0.134
H -1.43453 2.78912 1.22168 0.060 -2.135 -2.230
H -0.90352 2.58047 -0.54863 -0.578 0.447 -0.264
H -2.77082 1.98400 0.00993 3.942 0.645 0.201
```
Forces are in eV/Å.

Output
F_max, eV Å⁻¹: 6.4
Structure (SMILES): CC/C=C(/C)F
Energy relative to the best compared isomer or geometry (same formula, charge and spin), kcal per mole: 58.5
Orbital gap, eV: 10.40
HOMO, eV: -9.390

One molecule with the formula C5H9F2NO4S. Source: the Open Molecules 2025 dataset; level of theory: wB97M-V/def2-TZVPD.

Geometry as XYZ:
```
22
Properties=species:S:1:pos:R:3:forces:R:3
C 2.55642 -0.09261 -0.66276 0.109 0.135 0.049
C 1.41532 0.23533 0.29117 0.006 0.135 0.171
O 1.85661 1.16048 1.29039 -0.060 -0.048 0.034
C 0.22004 0.89503 -0.40950 0.172 -0.010 0.118
N -1.06381 0.30810 0.00904 -0.354 0.288 -0.425
C -1.34749 -1.02340 -0.51487 0.182 -0.082 0.157
C -0.93383 -2.09780 0.47674 -0.123 -0.244 -0.447
O -1.38862 -2.30293 1.53954 0.103 0.062 0.263
F 0.02775 -2.91322 -0.04352 -0.122 0.165 0.097
S -2.34491 1.30879 0.21166 0.254 -0.311 0.314
O -3.48956 0.79600 -0.45208 -0.027 0.019 0.002
O -1.92100 2.65255 0.09057 -0.027 0.083 -0.009
F -2.62584 1.07938 1.73553 -0.012 0.067 -0.144
H 2.20338 -0.38657 -1.65102 -0.023 -0.121 0.033
H 3.17734 0.79836 -0.76957 -0.040 -0.002 -0.094
H 3.18507 -0.88795 -0.26457 0.014 0.005 0.004
H 1.08387 -0.66542 0.81054 -0.068 -0.119 -0.162
H 2.10558 0.68103 2.08380 0.058 -0.012 0.025
H 0.22945 1.94391 -0.13095 -0.041 0.008 -0.051
H 0.30899 0.82668 -1.49745 -0.047 -0.071 0.014
H -0.83724 -1.17611 -1.46628 0.044 0.061 0.022
H -2.41754 -1.13962 -0.67638 0.001 -0.008 0.029
```
Forces are in eV/Å.

Output
F_max, eV Å⁻¹: 0.6
Structure (SMILES): C[C@@H](O)CN(CC(=O)F)S(=O)(=O)F
Orbital gap, eV: 11.24
HOMO, eV: -10.696

One molecule with the formula C5H9F2O3P at a distorted geometry. Source: the Open Molecules 2025 dataset; level of theory: wB97M-V/def2-TZVPD.

Geometry as XYZ:
```
20
Properties=species:S:1:pos:R:3:forces:R:3
C 0.58106 -0.94741 -0.08167 -2.116 0.946 -2.937
C 0.94735 -1.74327 2.64309 1.735 0.629 1.001
C -2.37378 1.69557 -1.82055 2.012 0.018 -1.490
C 1.95291 -1.78954 1.52436 0.676 1.340 1.391
C -0.91327 1.97384 -2.21866 -1.103 -1.415 0.217
O 0.25019 -0.27563 -1.06727 -0.063 -0.885 0.653
O -0.39185 1.76091 0.40383 -0.480 0.353 1.048
O 1.70162 -0.84937 0.45619 2.221 -0.398 0.843
F -0.82972 3.22215 -2.75360 0.561 0.234 -0.231
F -0.61266 1.03578 -3.20630 0.435 0.761 -0.386
P 0.39666 1.77915 -0.84020 0.776 0.640 -0.676
H -0.09298 -1.64886 0.34217 -0.865 -0.893 0.300
H 0.09645 -2.32664 2.56102 -1.200 -2.117 -0.229
H 1.51064 -1.90191 3.58241 -0.593 -0.352 -0.379
H 0.46629 -0.81631 2.77219 0.045 1.881 -0.060
H -2.43844 2.02256 -0.79853 -0.625 -0.653 0.611
H -2.44389 0.61865 -2.14807 -0.854 1.161 1.104
H -2.89930 2.40414 -2.46248 -0.578 -0.481 0.001
H 2.18516 -2.78478 1.25333 -0.315 -1.055 -1.303
H 2.90755 -1.42902 1.85876 0.329 0.285 0.522
```
Forces are in eV/Å.

Output
F_max, eV Å⁻¹: 3.7
Energy relative to the best compared isomer or geometry (same formula, charge and spin), kcal per mole: 33.5
Orbital gap, eV: 8.50
HOMO, eV: -8.310

An isolated ion of composition C5H9F3OP and charge +1 at a distorted geometry. Source: the Open Molecules 2025 dataset; level of theory: wB97M-V/def2-TZVPD.

Geometry as XYZ:
```
19
Properties=species:S:1:pos:R:3:forces:R:3
C -0.00850 2.14437 0.66863 0.399 -0.667 -0.605
C 0.78472 1.32206 -0.38855 -0.338 0.272 0.747
P 0.31749 -0.44282 -0.47265 -0.505 1.299 0.100
C -1.09241 -0.87878 0.58541 -0.505 -0.762 -0.358
C -2.33359 -0.95189 -0.34867 0.673 -1.188 0.201
O -2.90050 0.03060 -0.65075 -0.869 1.790 -0.434
C 1.82718 -1.48762 -0.14441 -1.175 -0.696 -0.678
F 2.24955 -1.39393 1.06853 0.471 0.520 1.787
F 2.76148 -1.18782 -0.98374 1.381 0.979 -1.127
F 1.47706 -2.73474 -0.38147 -0.628 -1.284 -0.050
H 0.52999 3.07439 0.81072 -0.129 0.172 0.031
H -0.05520 1.62269 1.61961 -0.065 0.122 0.146
H -0.99816 2.32469 0.26511 -0.230 0.171 0.292
H 1.84680 1.37257 -0.14923 0.114 -0.185 -0.196
H 0.60872 1.78397 -1.35640 0.189 -0.246 -0.239
H -0.06370 -0.71258 -1.79787 0.220 -0.265 0.186
H -1.31301 -0.12187 1.33374 0.291 0.187 -0.053
H -0.97864 -1.84152 1.08742 0.394 -0.003 -0.081
H -2.65926 -1.92178 -0.76543 0.311 -0.216 0.331
```
Forces are in eV/Å.

Output
Total charge: +1
F_max, eV Å⁻¹: 2.0
Orbital gap, eV: 11.00
HOMO, eV: -14.689

One molecule with the formula C5H9F5NO2PS at a distorted geometry. Source: the Open Molecules 2025 dataset; level of theory: wB97M-V/def2-TZVPD.

Geometry as XYZ:
```
24
Properties=species:S:1:pos:R:3:forces:R:3
N -0.83625 -0.48773 -3.22082 0.262 0.265 -0.245
C -0.21758 0.70866 -2.66602 -0.475 -0.202 0.416
C -0.11125 0.72608 -1.14270 0.210 0.765 -0.199
C -1.45979 1.02216 -0.45244 0.563 -1.161 -0.350
P -2.04944 -0.13624 0.85993 -0.998 1.536 0.949
S -0.34421 -1.21359 1.63722 -0.252 -2.151 -0.701
O 0.25469 -2.05938 0.63418 0.414 0.659 -0.219
O -0.77366 -1.90019 2.81906 -0.286 0.500 0.419
C 0.88381 0.05958 2.24464 0.120 0.036 0.712
F 0.58354 0.28642 3.53265 0.034 0.063 -0.124
F 0.75554 1.22161 1.58969 -0.101 -0.109 -0.328
C 2.37336 -0.40532 2.19500 0.326 0.530 0.203
F 3.12333 0.70919 2.33339 -0.132 -0.498 0.000
F 2.69375 -0.97973 1.04024 0.005 0.093 0.433
F 2.63436 -1.21469 3.22826 -0.136 0.132 -0.743
H -1.73841 -0.62882 -2.79483 -0.224 -0.205 0.019
H -0.26457 -1.29622 -3.02568 -0.016 -0.194 0.081
H -0.82565 1.55884 -2.96350 -0.026 0.251 -0.190
H 0.76594 0.85934 -3.08670 0.274 -0.128 -0.274
H 0.36843 -0.18083 -0.79713 -0.044 -0.266 -0.007
H 0.56424 1.53771 -0.88915 0.186 0.126 0.138
H -1.47455 2.00852 -0.01732 -0.004 0.262 0.176
H -2.22877 0.99048 -1.21883 -0.417 0.050 -0.002
H -2.67687 -1.18585 0.16084 0.717 -0.351 -0.163
```
Forces are in eV/Å.

Output
F_max, eV Å⁻¹: 2.3
Structure (SMILES): NCCCPS(=O)(=O)C(F)(F)C(F)(F)F
Energy relative to the best compared isomer or geometry (same formula, charge and spin), kcal per mole: 32.0
Orbital gap, eV: 9.58
HOMO, eV: -9.553